Entry one
The following is a quantum chemistry calculation of a molecular structure, C5H11N2, from the OMol25 dataset.

```
! RIJCOSX wB97M-V def2-TZVPD def2/J DEFGRID3
* xyz 1 1
C -2.2234 1.2811 -0.3375
C -0.7795 -0.6312 0.5045
C -1.5436 -1.7817 0.1720
C 2.5289 0.6453 -0.4913
C 1.3631 0.5971 0.6201
N -1.7994 0.9205 0.7736
N 0.4780 -0.5361 0.3559
H -2.0043 0.7350 -1.2462
H -2.8346 2.2685 -0.4622
H -2.5260 -1.5533 -0.2040
H -1.8244 -2.4415 1.0207
H -0.9781 -2.2592 -0.6042
H 3.2060 1.6367 -0.4221
H 3.1737 -0.2808 -0.4942
H 2.1733 0.7192 -1.4930
H 1.7461 0.5417 1.5560
H 0.7960 1.5141 0.5551
H 1.0481 -1.3754 0.1969
*
```

Output
- LUMO: -4.31 eV
- Kohn-Sham gap: 10.31 eV

***

Entry two
The following is a quantum chemistry calculation of a gas-phase ion, C5H11N2 (charge +1), from the OMol25 dataset.

```
! RIJCOSX wB97M-V def2-TZVPD def2/J DEFGRID3
* xyz 1 1
C -0.3298 -2.0240 0.0411
C 1.1539 -1.3751 0.0955
C 1.2722 -0.0208 -0.4805
C -1.4578 -0.0382 -0.4685
C 1.7222 1.0617 0.3480
N -1.3361 -1.2706 -0.1270
N -2.4694 0.7965 0.2932
H -0.4338 -3.1196 -0.2072
H 1.6537 -1.5500 1.0757
H 1.6864 -2.0175 -0.5666
H 1.1418 0.1113 -1.5277
H -0.3706 0.4426 -0.4846
H 1.2008 2.0536 0.2637
H 2.7604 0.9827 0.3147
H 1.6406 0.9765 1.5361
H -2.7499 0.0224 0.8465
H -3.1342 1.1947 -0.4246
H -1.9761 1.6140 0.7111
*
```

Output
- LUMO (alpha / beta): -4.67 / -4.17 eV
- Kohn-Sham gap (alpha / beta): 6.99 / 7.77 eV

***

It turns out entry one is the most stable, with the second structure 2.222 eV higher.